No. 1
Formula: C3H6O3
Source: the OMol25 dataset
Level of theory: wB97M-V/def2-TZVPD

```
! RIJCOSX wB97M-V def2-TZVPD def2/J DEFGRID3
* xyz 0 1
C -1.47818 -1.00113 1.45706
C -1.85490 -1.37128 0.03607
O -2.96434 -1.60593 -0.35428
H -2.03912 -0.08934 1.71520
H -1.77092 -1.92618 2.00452
H -0.40254 -0.92946 1.35124
H -0.93249 -1.22706 -0.76256
O 1.75662 1.03536 -1.53236
C 2.11587 0.89123 -0.39855
O 2.13182 1.91333 0.49562
H 2.60159 -0.08782 -0.10694
H 2.99612 2.36040 0.51316
*
```

Properties
- energy (hartree) = -343.5768
- energy relative to the best compared isomer or geometry (same formula, charge and spin) (eV) = 2.1170
- highest occupied orbital energy (eV) = -9.7397
- Kohn-Sham gap (eV) = 10.23
- SMILES string = CC=O.O=CO

=====

No. 2
Formula: C3H6O3
Source: the OMol25 dataset
Level of theory: wB97M-V/def2-TZVPD

```
! RIJCOSX wB97M-V def2-TZVPD def2/J DEFGRID3
* xyz 0 1
O 1.12951 1.61321 0.14188
C 0.97128 0.57356 0.74892
C 0.48545 -0.66577 0.04220
O 0.96393 -0.77604 -1.26626
C -1.06710 -0.41063 0.06919
O -1.39071 0.69722 -0.73949
H 0.98858 0.54426 1.85817
H 0.80501 -1.57462 0.57154
H 0.93130 0.11242 -1.64872
H -1.57888 -1.27280 -0.36141
H -1.44124 -0.27419 1.10132
H -0.79713 1.43339 -0.51732
*
```

Properties
- energy (hartree) = -343.5969
- energy relative to the best compared isomer or geometry (same formula, charge and spin) (eV) = 1.5686
- highest occupied orbital energy (eV) = -10.1046
- Kohn-Sham gap (eV) = 10.66
- SMILES string = O=C[C@H](O)CO

=====

No. 3
Formula: C3H6O3V
Source: the OMol25 dataset
Level of theory: wB97M-V/def2-TZVPD

```
! RIJCOSX wB97M-V def2-TZVPD def2/J DEFGRID3
* xyz 0 4
O 1.40111 1.79171 2.62160
C 0.97973 0.87811 1.92692
C 1.41895 -0.55062 2.24169
O 0.88955 -1.46071 1.29772
C 1.21451 -2.82239 1.53183
V -0.76334 -0.69693 0.15183
H 1.08828 -0.81231 3.25925
H 2.51849 -0.59354 2.19161
H 0.82820 -3.41767 0.69794
H 2.30723 -2.93962 1.53257
H 0.74821 -3.15266 2.47088
O 0.32060 1.03044 0.82952
H 0.62838 0.11240 -0.76994
*
```

Properties
- energy (hartree) = -1287.4840
- energy relative to the best compared isomer or geometry (same formula, charge and spin) (eV) = 2.4801
- ⟨S²⟩ = 3.833
- highest occupied orbital energy (alpha / beta) (eV) = -7.9076 / -7.7441
- Kohn-Sham gap (alpha / beta) (eV) = 6.77 / 6.56

=====

No. 4
Formula: C3H6O3Zn
Source: the OMol25 dataset
Level of theory: wB97M-V/def2-TZVPD

```
! RIJCOSX wB97M-V def2-TZVPD def2/J DEFGRID3
* xyz 1 2
O -1.79618 -1.52864 -0.94283
Zn -0.23256 -1.37313 -0.17784
C 1.67680 -0.30313 1.96535
O 0.68208 -0.15775 0.94223
C 0.29416 1.17949 0.66978
C -0.31176 1.16158 -0.71320
O -1.25973 1.69355 -1.15386
H 2.05032 -1.32981 1.90778
H 2.49169 0.40894 1.78420
H 1.21815 -0.12273 2.94566
H 1.16602 1.85330 0.67116
H -0.46109 1.52671 1.39347
H -2.09461 -1.15232 -1.77071
*
```

Properties
- energy (hartree) = -2122.5836
- energy relative to the best compared isomer or geometry (same formula, charge and spin) (eV) = 1.3806
- ⟨S²⟩ = 0.753
- highest occupied orbital energy (alpha / beta) (eV) = -13.1524 / -15.0712
- Kohn-Sham gap (alpha / beta) (eV) = 7.67 / 9.23

=====

No. 5
Formula: C3H6O4Pr
Source: the OMol25 dataset
Level of theory: wB97M-V/def2-TZVPD

```
! RIJCOSX wB97M-V def2-TZVPD def2/J DEFGRID3
* xyz 3 3
O 0.60359 -0.33078 -1.07604
C 0.54438 0.13798 0.13692
C 0.31241 -1.74545 -1.06101
O -0.81607 3.15104 0.19332
O 0.11833 -0.73568 1.02670
C -0.17819 -1.99040 0.37281
Pr -0.16534 2.70432 2.41275
H 1.23993 -2.27871 -1.29465
H -0.45142 -1.94303 -1.81768
H 0.37254 -2.77670 0.89559
H -1.25826 -2.14677 0.45387
O 1.12764 1.17876 0.49762
H -1.24911 3.94764 -0.13574
H -0.20043 2.82776 -0.60446
*
```

Properties
- energy (hartree) = -934.6449
- ⟨S²⟩ = 2.010
- highest occupied orbital energy (alpha / beta) (eV) = -21.7664 / -21.7789
- Kohn-Sham gap (alpha / beta) (eV) = 3.32 / 4.92

=====

No. 6
Formula: C3H6O4Sn
Source: the OMol25 dataset
Level of theory: wB97M-V/def2-TZVPD

```
! RIJCOSX wB97M-V def2-TZVPD def2/J DEFGRID3
* xyz 1 2
O 0.09957 -1.13684 0.17637
C -0.67706 -0.04341 0.25300
O -1.84377 0.05589 0.07235
O 0.21170 0.95432 0.39743
C -0.08678 2.28402 -0.07749
H -0.83157 2.29328 -0.87708
H -0.41960 2.85725 0.79128
C -0.52308 -2.42862 0.00353
H -1.18762 -2.61215 0.85284
H -1.07329 -2.43595 -0.94204
H 0.29734 -3.14839 -0.01469
O 3.09044 0.96635 -0.48867
H 1.02430 2.60230 -0.45302
Sn 1.91942 -0.20803 0.30618
*
```

Properties
- energy (hartree) = -632.7628
- energy relative to the best compared isomer or geometry (same formula, charge and spin) (eV) = 0.0231
- ⟨S²⟩ = 0.766
- highest occupied orbital energy (alpha / beta) (eV) = -14.1085 / -14.6995
- Kohn-Sham gap (alpha / beta) (eV) = 9.34 / 8.21

=====

No. 7
Formula: C3H6O5S2
Source: the OMol25 dataset
Level of theory: wB97M-V/def2-TZVPD

```
! RIJCOSX wB97M-V def2-TZVPD def2/J DEFGRID3
* xyz -2 1
C -0.26181 -1.35952 -0.04478
C -0.52349 -0.23707 0.91363
C 1.15107 1.46614 -0.34769
O 2.54227 0.21362 -2.04366
O 1.73381 4.03005 0.09853
O 0.02444 0.49166 -2.45782
O 0.15157 3.17504 -1.60363
O -0.37435 -0.41485 2.13988
S 1.22979 1.38862 -2.08181
S 0.59833 3.08677 -0.09697
H -0.40988 -0.88807 -1.11121
H 0.74827 -1.59205 0.03554
H -1.03737 -2.15294 0.04167
H -1.22164 0.54834 0.47195
H 2.12398 1.16159 0.04944
H 2.15209 -0.32978 -1.31276
*
```

Properties
- energy (hartree) = -1290.3413
- energy relative to the best compared isomer or geometry (same formula, charge and spin) (eV) = 1.1618
- highest occupied orbital energy (eV) = 0.4883
- Kohn-Sham gap (eV) = 5.82

=====

No. 8
Formula: C3H6OS
Source: the OMol25 dataset
Level of theory: wB97M-V/def2-TZVPD

```
! RIJCOSX wB97M-V def2-TZVPD def2/J DEFGRID3
* xyz 0 1
C 1.02789 -0.45756 0.00463
C 0.53359 0.90580 -0.62078
S -1.24230 0.60797 -0.87913
C -1.30647 -0.39412 0.53041
O 0.03281 -0.84991 0.88164
H 1.03062 -1.19541 -0.74106
H 2.00871 -0.44236 0.49259
H 0.85159 1.15094 -1.62387
H 0.67683 1.69228 0.13097
H -1.57190 0.23100 1.35594
H -2.04138 -1.24864 0.46867
*
```

Properties
- energy (hartree) = -591.2943
- energy relative to the best compared isomer or geometry (same formula, charge and spin) (eV) = 1.0544
- highest occupied orbital energy (eV) = -8.7713
- Kohn-Sham gap (eV) = 9.72
- SMILES string = C1CSCO1